8
Properties=species:S:1:pos:R:3:forces:R:3 method="wB97M-V/def2-TZVPD" max_force_ev_per_a=2.8 smiles="CC(=O)OCl" lumo_energy_ev=-0.250
C -1.315944 0.903940 0.365808 -1.184 -0.943 -0.054
C 0.023845 0.265366 -0.014712 1.634 2.176 0.827
O -2.346866 0.629448 -0.184532 0.859 0.669 0.644
O -1.263132 1.730776 1.547632 -0.223 -1.011 -1.200
Cl -2.812495 2.013983 2.223762 0.809 -0.075 -0.488
H 0.759415 1.154661 -0.285228 -1.330 -1.958 0.493
H 0.415257 -0.202302 0.924760 -0.133 0.329 -0.896
H -0.015896 -0.476265 -0.842209 -0.434 0.813 0.674